Entry 1:
Computed, not measured: a structure of composition C7H4Cl2CuF15O15S5, with the ωB97M-V functional and the def2-TZVPD basis.

Computed properties:
charge = -4
Kohn-Sham gap (spin up / spin down) = 2.70 / 6.78 eV
highest occupied orbital energy (spin up / spin down) = 4.978 / 0.587 eV
multiplicity = 3
energy relative to the best compared isomer or geometry (same formula, charge and spin) = 11.1 kcal/mol
E_LUMO (spin up / spin down) = 7.674 / 7.368 eV
⟨S²⟩ = 2.00

Last column: Löwdin spin population.
Cartesian coordinates (Å):
Cu 29.267690 -17.885640 21.693340  0.88
C 25.835780 -18.926100 25.023880  0.00
F 25.001870 -18.861880 23.960910  0.00
F 25.126640 -18.361720 25.999730  0.00
F 26.130180 -20.212670 25.331180  0.00
S 27.521220 -17.892280 24.644570  0.01
O 28.606130 -18.484360 25.443390  0.00
O 27.903730 -17.960340 23.223410  0.02
O 27.294880 -16.503330 24.977450  0.00
C 25.892050 -16.815870 18.293980  0.00
F 25.009440 -17.461590 17.467990  0.00
F 26.659710 -15.902700 17.666720  0.00
F 25.236360 -16.377500 19.296350  0.00
S 27.066060 -18.232160 18.975830  0.00
O 27.974300 -18.669880 17.878340  0.00
O 27.919060 -17.672630 19.997380  0.01
O 26.208660 -19.336480 19.463920  0.00
C 32.769760 -16.880210 18.275270  0.00
F 33.592670 -17.647170 18.929800  0.00
F 32.975820 -15.600100 18.518660  0.00
F 32.828450 -17.090380 16.964020  0.00
S 30.932110 -17.290350 18.787240  0.01
O 30.525370 -18.527320 18.097830  0.00
O 30.779260 -17.402320 20.229200  0.03
O 30.154470 -16.098810 18.454450  0.01
C 32.205730 -14.847880 23.184120  0.00
F 33.337490 -15.335010 22.780340  0.00
F 32.474350 -13.807960 23.950740  0.00
F 31.566090 -14.436770 22.055370  0.01
S 31.119220 -16.124230 24.102250  0.01
O 30.670920 -17.021150 23.016390  0.02
O 31.968090 -16.804870 25.087210  0.00
O 30.076390 -15.349860 24.716590  0.00
C 30.793080 -22.312280 20.624260  0.00
F 31.942710 -21.756990 20.280420  0.00
F 30.652130 -23.459210 19.997040  0.00
F 30.743720 -22.646300 21.826320  0.00
S 29.333280 -21.125840 20.229690  0.00
O 29.399990 -20.836610 18.746020  0.00
O 28.159730 -21.862540 20.636530  0.00
O 29.457930 -19.837870 21.027030  0.00
Cl 28.764020 -12.153300 20.932460  0.86
C 27.273950 -12.974070 20.348310  0.02
C 26.919770 -14.143420 21.313570  0.02
Cl 28.279440 -15.295530 21.419070  0.03
H 27.560890 -13.352500 19.367220  0.00
H 26.594210 -12.127780 20.249050  0.01
H 26.072940 -14.690790 20.899620  0.00
H 26.715980 -13.744180 22.307130  0.00

Cartesian forces (eV/Å) of the 3 atoms listed first:
Cu 0.47 0.22 -0.64
C 1.11 0.88 -1.62
F 0.65 -0.67 0.16


Entry 2:
Computed, not measured: a structure of composition C30H28N10O2Os, with the ωB97M-V functional and the def2-TZVPD basis.

Computed properties:
charge = +2
Kohn-Sham gap (spin up / spin down) = 8.45 / 5.57 eV
highest occupied orbital energy (spin up / spin down) = -13.476 / -13.475 eV
multiplicity = 5
E_LUMO (spin up / spin down) = -5.024 / -7.900 eV
⟨S²⟩ = 6.03

Last column: Löwdin spin population.
Cartesian coordinates (Å):
Os -12.420152 -12.549767 -9.743365  3.03
C -15.377565 -13.520933 -9.912012  0.01
N -14.049871 -14.152934 -9.684111  0.08
C -14.026895 -15.139063 -8.518789  0.01
C -12.730677 -15.930304 -8.709648  0.00
N -11.814492 -15.591668 -9.608555  0.02
C -10.787659 -16.521178 -9.413472  0.00
C -9.689821 -16.770635 -10.192597  0.00
C -8.829067 -17.780429 -9.808506  0.00
C -9.106780 -18.561695 -8.678129  0.00
C -10.197303 -18.313900 -7.891838  0.00
C -11.059543 -17.299145 -8.286540  0.00
N -12.301023 -16.894583 -7.863375  0.00
C -15.040477 -12.623117 -11.059889  0.03
N -13.816206 -12.111803 -11.223068  0.03
C -13.796603 -11.489107 -12.478083  0.00
C -12.781117 -10.793449 -13.111492  0.01
C -13.077866 -10.298824 -14.375610  0.00
C -14.275386 -10.605016 -15.027218  0.00
C -15.273566 -11.296289 -14.389311  0.00
C -15.018067 -11.703099 -13.080218  0.00
N -15.782272 -12.405668 -12.130070  0.02
H -15.692538 -12.981191 -8.995680  0.00
H -16.195906 -14.224334 -10.127835  0.00
H -13.888676 -14.717735 -10.493724  0.01
H -14.871515 -15.816851 -8.511790  0.00
H -14.033218 -14.545514 -7.599976  0.00
H -9.403560 -16.229172 -11.082946  0.00
H -7.923082 -18.009437 -10.394143  0.00
H -8.446375 -19.356320 -8.390136  0.00
H -10.370957 -18.946913 -7.049377  0.00
H -12.883173 -17.420345 -7.237013  0.00
H -11.827899 -10.616321 -12.658426  0.00
H -12.330303 -9.715848 -14.840093  0.00
H -14.424865 -10.298508 -16.080656  0.00
H -16.225173 -11.542924 -14.823160  0.00
H -16.732743 -12.752234 -12.160688  0.00
N -9.160693 -13.878918 -14.201250  0.00
N -9.474642 -13.747324 -12.866621  0.01
N -8.527532 -13.597857 -11.905955  0.00
C -9.253081 -13.357865 -10.834787  0.01
N -10.571724 -13.271271 -11.171375  0.12
N -10.717491 -13.535760 -12.440422  0.01
H -9.944424 -13.675346 -14.764528  0.00
H -8.908296 -14.848049 -14.429196  0.00
H -8.847995 -13.140698 -9.870224  0.00
O -10.984743 -12.875833 -8.364575  0.07
C -11.715667 -12.882354 -7.323489  0.03
O -12.945320 -12.738849 -7.459789  0.16
C -10.953788 -13.053456 -6.049860  0.00
C -9.578075 -12.846276 -6.056291  0.01
C -8.872074 -12.968371 -4.877450  0.00
C -9.520804 -13.404926 -3.723524  0.00
C -10.870515 -13.772432 -3.775175  0.00
C -11.566996 -13.564995 -4.937655  0.00
H -9.044771 -12.475083 -6.929863  0.00
H -7.788377 -12.752051 -4.879261  0.00
H -9.018641 -13.502633 -2.799414  0.00
H -11.338255 -14.109350 -2.861686  0.00
H -12.624106 -13.671263 -4.949990  0.00
C -11.306233 -7.897530 -9.513674  0.09
C -12.634606 -8.317349 -9.471970  0.00
C -12.928745 -9.623370 -9.626808  0.07
C -11.892178 -10.609535 -9.691551  0.05
C -10.556490 -10.248885 -9.558209  0.09
C -10.279322 -8.837019 -9.557601  0.00
H -11.013558 -6.873586 -9.494093  0.00
H -13.440939 -7.581725 -9.264563  0.00
H -13.955846 -9.897172 -9.722221  0.01
H -9.776160 -10.910413 -9.533796  0.00
H -9.288889 -8.519876 -9.681666  0.00

Cartesian forces (eV/Å) of the 3 atoms listed first:
Os 0.27 0.46 -1.12
C 0.33 0.50 0.66
N -1.17 -1.21 1.75


Number 1: total energy -7447.33101 hartree. Number 2: total energy -1948.12350 hartree.